No. 1
8
Properties=species:S:1:pos:R:3:forces:R:3 method="wB97M-V/def2-TZVPD" energy_ev=-16710.465 e_lumo_ev=-1.116
C 0.71944 -0.34241 0.97929 -0.73 2.63 -0.39
C 0.05164 -0.40440 -0.17326 0.58 -1.20 0.26
C -0.80898 0.50710 -0.82660 0.01 4.01 1.39
H 0.67584 0.62221 1.59117 0.42 -1.85 -0.29
H 0.19189 -1.32078 -0.70877 0.05 -0.61 -0.26
H -1.34601 0.11054 -1.63270 -0.81 -0.58 -1.13
F 1.52240 -1.33669 1.29684 0.16 0.08 0.68
S -1.00622 2.16442 -0.52598 0.32 -2.47 -0.25

***

No. 2
9
Properties=species:S:1:pos:R:3:forces:R:3 method="wB97M-V/def2-TZVPD" energy_ev=-27545.414 e_lumo_ev=-1.763
C 0.17442 0.99044 0.46032 2.40 0.06 0.44
C 0.60518 -0.41003 0.03561 -0.04 2.00 1.03
C -0.57698 -1.07692 -0.45079 1.17 -0.58 -0.36
H 1.02217 1.70391 0.61520 -0.56 -0.90 0.41
H -0.50273 0.89016 1.29261 -0.23 0.29 0.46
H -0.30210 -1.57165 -1.31889 0.05 -1.49 -1.82
F -0.47381 1.46477 -0.62515 -1.17 1.02 -1.20
S 2.09792 -0.95438 -0.08073 0.39 -0.32 0.08
S -2.04406 -1.03630 0.07182 -2.02 -0.07 0.96